Density functional theory data (ωB97M-V with the def2-TZVPD basis set) for a cluster of 9 separate species, C37H96ClN8O18 in total in a non-equilibrium geometry.

The net charge is -1. The value obtained for the calculated total energy is -3719.46666 hartree. The calculation puts the HOMO energy at -6.8 eV. The value obtained for the energy above the lowest of the compared OMol25 structures with the same formula, charge and spin is 0.0000 eV. Its orbital gap is 0.33066 Eh. Its largest force on an atom is 2.80 eV/Å.

Structure (XYZ):
```
160
C37H96ClN8O18 ωB97M-V with the def2-TZVPD basis set
Cl -0.18 0.03 -0.40
O -0.38 1.38 0.05
O -1.32 -0.57 -1.07
O 0.95 -0.05 -1.30
O 0.14 -0.79 0.77
C 10.15 3.65 -3.29
O 8.95 4.18 -2.75
C 8.96 4.32 -1.35
C 7.90 5.35 -0.95
N 6.56 4.85 -0.85
C 6.30 3.83 0.17
C 4.90 3.30 -0.04
O 4.93 2.18 -0.87
C 3.98 1.20 -0.48
H 10.29 2.57 -3.12
H 11.01 4.22 -2.91
H 10.05 3.79 -4.36
H 9.94 4.68 -1.02
H 8.77 3.38 -0.83
H 7.83 6.07 -1.76
H 8.21 5.85 -0.03
H 6.04 4.67 -1.68
H 6.42 4.30 1.15
H 7.08 3.06 0.08
H 4.28 4.11 -0.42
H 4.53 3.00 0.95
H 4.03 0.46 -1.27
H 2.96 1.58 -0.64
H 4.11 0.91 0.56
C -2.92 0.61 -3.63
O -3.90 -0.37 -3.80
C -3.93 -1.30 -2.72
C -5.02 -2.28 -3.05
N -4.72 -3.02 -4.26
C -5.91 -3.72 -4.73
C -5.61 -4.40 -6.05
O -6.76 -5.13 -6.46
C -6.61 -5.54 -7.78
H -3.04 1.38 -4.39
H -1.91 0.19 -3.65
H -3.05 1.14 -2.67
H -4.14 -0.73 -1.80
H -2.93 -1.71 -2.54
H -5.92 -1.65 -3.14
H -5.07 -3.00 -2.23
H -4.47 -2.34 -4.98
H -6.85 -3.15 -4.84
H -6.21 -4.50 -4.02
H -4.84 -5.16 -5.85
H -5.23 -3.73 -6.83
H -6.51 -4.73 -8.50
H -7.52 -6.08 -8.06
H -5.79 -6.26 -7.90
C 9.10 -6.90 -1.74
O 8.62 -5.83 -0.95
C 7.22 -5.63 -1.16
C 6.76 -4.48 -0.27
N 5.45 -4.04 -0.70
C 5.00 -2.90 0.08
C 3.66 -2.37 -0.40
O 2.76 -3.47 -0.51
C 2.17 -3.86 0.70
H 8.93 -6.72 -2.81
H 8.56 -7.84 -1.52
H 10.14 -7.08 -1.49
H 6.71 -6.55 -0.85
H 7.02 -5.35 -2.21
H 7.49 -3.68 -0.35
H 6.72 -4.89 0.76
H 4.69 -4.71 -0.56
H 5.72 -2.08 0.10
H 4.89 -3.18 1.14
H 3.72 -2.02 -1.43
H 3.23 -1.55 0.19
H 1.57 -3.08 1.18
H 2.93 -4.17 1.43
H 1.56 -4.74 0.53
C -1.72 0.80 3.17
O -2.27 0.21 4.35
C -2.62 -1.13 4.17
C -4.06 -1.21 3.64
N -4.40 -2.59 3.30
C -5.74 -2.70 2.74
C -6.17 -4.14 2.53
O -7.60 -4.11 2.43
C -8.14 -5.37 2.16
H -0.79 0.28 2.90
H -1.61 1.87 3.31
H -2.34 0.64 2.28
H -2.68 -1.69 5.12
H -1.88 -1.68 3.58
H -4.17 -0.67 2.70
H -4.73 -0.77 4.39
H -4.30 -3.27 4.05
H -5.82 -2.20 1.77
H -6.51 -2.28 3.40
H -6.08 -4.58 3.54
H -5.67 -4.80 1.81
H -8.02 -5.67 1.11
H -9.19 -5.39 2.46
H -7.63 -6.11 2.78
C -2.91 4.89 -2.57
O -3.41 4.66 -1.28
C -3.05 3.42 -0.73
C -3.63 3.27 0.65
N -5.01 2.75 0.65
C -5.12 1.35 0.27
C -6.52 0.89 0.57
O -6.63 0.80 1.99
C -7.78 0.16 2.47
H -3.19 4.09 -3.26
H -1.82 4.99 -2.58
H -3.33 5.84 -2.91
H -1.95 3.31 -0.72
H -3.36 2.60 -1.39
H -3.61 4.23 1.16
H -2.96 2.64 1.26
H -5.28 2.75 1.63
H -4.43 0.70 0.84
H -4.93 1.20 -0.79
H -6.70 -0.08 0.09
H -7.28 1.59 0.19
H -8.03 -0.84 2.10
H -8.63 0.84 2.50
H -7.54 -0.01 3.52
C 5.21 8.06 5.31
O 4.39 7.20 4.61
C 5.08 6.05 4.19
C 4.36 5.33 3.08
N 2.98 4.98 3.43
C 2.38 4.20 2.37
C 0.92 3.90 2.54
O 0.17 5.05 2.31
C -1.16 4.79 1.98
H 6.04 8.46 4.72
H 5.56 7.60 6.25
H 4.60 8.90 5.67
H 5.19 5.34 5.03
H 6.10 6.31 3.87
H 4.92 4.53 2.60
H 4.28 6.14 2.32
H 2.53 5.87 3.59
H 2.91 3.27 2.15
H 2.57 4.69 1.39
H 0.78 3.44 3.53
H 0.67 3.10 1.83
H -1.66 5.72 1.73
H -1.72 4.25 2.76
H -1.24 4.17 1.08
C -2.90 -4.82 0.67
O -3.57 -5.73 1.20
N -2.94 -3.48 1.02
N -2.09 -5.09 -0.44
H -2.22 -2.85 0.72
H -3.56 -3.18 1.78
H -2.06 -6.00 -0.84
H -1.76 -4.31 -0.95
O 1.03 -3.00 -2.47
H 0.54 -2.21 -2.23
H 1.72 -3.07 -1.77
```

Atom charges from the Löwdin analysis, given in e for atoms 1 to 99: number 1, Cl, carries 0.651; number 2, O, carries -0.355; number 3, O, carries -0.371; number 4, O, carries -0.363; number 5, O, carries -0.388; number 6, C, carries -0.111; number 7, O, carries -0.186; number 8, C, carries -0.244; number 9, C, carries -0.210; number 10, N, carries -0.073; number 11, C, carries -0.187; number 12, C, carries -0.253; number 13, O, carries -0.173; number 14, C, carries -0.089; number 15, H, carries 0.087; number 16, H, carries 0.083; number 17, H, carries 0.085; number 18, H, carries 0.116; number 19, H, carries 0.110; number 20, H, carries 0.122; number 21, H, carries 0.114; number 22, H, carries 0.112; number 23, H, carries 0.100; number 24, H, carries 0.104; number 25, H, carries 0.131; number 26, H, carries 0.083; number 27, H, carries 0.086; number 28, H, carries 0.086; number 29, H, carries 0.095; number 30, C, carries -0.113; number 31, O, carries -0.192; number 32, C, carries -0.225; number 33, C, carries -0.218; number 34, N, carries -0.047; number 35, C, carries -0.230; number 36, C, carries -0.234; number 37, O, carries -0.184; number 38, C, carries -0.152; number 39, H, carries 0.085; number 40, H, carries 0.093; number 41, H, carries 0.057; number 42, H, carries 0.107; number 43, H, carries 0.112; number 44, H, carries 0.121; number 45, H, carries 0.123; number 46, H, carries 0.109; number 47, H, carries 0.122; number 48, H, carries 0.124; number 49, H, carries 0.127; number 50, H, carries 0.122; number 51, H, carries 0.086; number 52, H, carries 0.085; number 53, H, carries 0.088; number 54, C, carries -0.135; number 55, O, carries -0.201; number 56, C, carries -0.222; number 57, C, carries -0.213; number 58, N, carries -0.053; number 59, C, carries -0.229; number 60, C, carries -0.186; number 61, O, carries -0.241; number 62, C, carries -0.094; number 63, H, carries 0.086; number 64, H, carries 0.084; number 65, H, carries 0.082; number 66, H, carries 0.123; number 67, H, carries 0.125; number 68, H, carries 0.124; number 69, H, carries 0.123; number 70, H, carries 0.115; number 71, H, carries 0.123; number 72, H, carries 0.112; number 73, H, carries 0.130; number 74, H, carries 0.118; number 75, H, carries 0.086; number 76, H, carries 0.083; number 77, H, carries 0.094; number 78, C, carries -0.084; number 79, O, carries -0.178; number 80, C, carries -0.228; number 81, C, carries -0.187; number 82, N, carries -0.096; number 83, C, carries -0.212; number 84, C, carries -0.192; number 85, O, carries -0.210; number 86, C, carries -0.135; number 87, H, carries 0.078; number 88, H, carries 0.072; number 89, H, carries 0.068; number 90, H, carries 0.122; number 91, H, carries 0.124; number 92, H, carries 0.101; number 93, H, carries 0.127; number 94, H, carries 0.128; number 95, H, carries 0.124; number 96, H, carries 0.113; number 97, H, carries 0.128; number 98, H, carries 0.105; number 99, H, carries 0.089